Record 1
Entry from the OMol25 dataset: a cluster of 10 separate species, C60H130N10O10 in total in a non-equilibrium geometry (ωB97M-V/def2-TZVPD).

```
210
C60H130N10O10 (ωB97M-V/def2-TZVPD)
C 7.39762 -2.77544 0.93724
C 6.25712 -1.97785 1.62008
C 4.93508 -1.90994 0.75291
C 5.94579 -2.65174 2.95648
C 5.10712 -1.71977 3.78323
C 5.94963 -0.48630 4.09990
C 6.21201 0.31148 2.75297
C 4.99596 1.04352 2.25628
C 7.30462 1.33224 3.13440
N 6.79379 -0.66348 1.84296
O 7.06570 -0.02715 0.56056
H 8.27108 -2.62230 1.57925
H 7.15033 -3.87723 0.86803
H 7.62804 -2.31399 0.01119
H 5.18159 -1.30340 -0.14330
H 4.50104 -2.90549 0.55590
H 4.09698 -1.37462 1.26998
H 5.38479 -3.60121 2.85186
H 6.82931 -2.88354 3.49234
H 4.21407 -1.49122 3.18317
H 4.86528 -2.14694 4.75893
H 6.87786 -0.73825 4.59566
H 5.36329 0.22121 4.68981
H 4.24532 0.39161 1.91391
H 5.17402 1.65524 1.36493
H 4.52240 1.70876 2.92040
H 6.87221 2.15916 3.72733
H 7.70245 1.76387 2.20300
H 8.02261 0.84184 3.75712
H 7.92641 0.38351 0.71579
C 5.72584 4.90144 -2.84506
C 4.26886 4.40615 -2.93364
C 3.42390 5.44341 -3.73941
C 4.26668 3.07339 -3.56163
C 2.90029 2.37222 -3.57330
C 2.51106 2.20431 -2.12674
C 2.53790 3.45959 -1.31267
C 1.17879 4.18770 -1.64072
C 2.59428 3.04472 0.22357
N 3.75479 4.14119 -1.56832
O 3.63745 5.32200 -0.79201
H 6.17018 4.01888 -2.38953
H 6.19375 5.11937 -3.79840
H 5.89924 5.74101 -2.17963
H 3.65047 5.49234 -4.77951
H 2.36268 5.09986 -3.71221
H 3.43123 6.42534 -3.19825
H 4.48013 3.13650 -4.62933
H 4.92580 2.42689 -3.00692
H 2.12500 2.82790 -4.12974
H 3.05809 1.36274 -3.95129
H 3.24972 1.50300 -1.66764
H 1.56597 1.63232 -1.94278
H 0.87568 4.23147 -2.70815
H 1.05877 5.16935 -1.19850
H 0.42042 3.62085 -1.13114
H 2.42888 3.97797 0.77115
H 3.63952 2.61531 0.40162
H 1.82007 2.25934 0.43631
H 4.37479 5.28377 -0.15497
C -5.02647 0.79508 -1.70727
C -4.30900 0.23189 -2.93628
C -5.50040 -0.14509 -3.87741
C -3.35958 1.32215 -3.51129
C -2.49267 0.86762 -4.68935
C -1.77392 -0.41102 -4.24719
C -2.62333 -1.50063 -3.59134
C -3.20829 -2.24767 -4.85965
C -1.67632 -2.47649 -2.91984
N -3.44583 -0.96147 -2.59018
O -4.09179 -2.05606 -2.00923
H -5.70778 0.07294 -1.41914
H -4.33831 0.98875 -0.86937
H -5.60808 1.69285 -1.82954
H -5.17622 -0.27334 -4.94897
H -5.96270 -1.06684 -3.51660
H -6.10798 0.73673 -3.89295
H -3.94791 2.24258 -3.69468
H -2.73866 1.55425 -2.63164
H -3.06552 0.68762 -5.59385
H -1.79098 1.63508 -4.92803
H -1.07140 -0.13331 -3.46578
H -1.12314 -0.87883 -4.96061
H -4.04499 -2.96844 -4.62288
H -2.39630 -2.75477 -5.28474
H -3.59100 -1.54606 -5.61917
H -2.05546 -3.30518 -2.28480
H -1.01631 -1.89789 -2.23011
H -1.01414 -2.95111 -3.59924
H -4.62736 -2.41018 -2.76596
C -2.62109 -3.08291 5.37582
C -3.42409 -2.65620 4.13904
C -4.95296 -2.98696 4.48005
C -3.20623 -1.17222 3.83599
C -3.49828 -0.70826 2.37756
C -2.69185 -1.67749 1.43903
C -3.07887 -3.13915 1.65711
C -4.46300 -3.56108 1.08072
C -2.02174 -3.96308 0.88809
N -2.81321 -3.46812 3.05110
O -3.25075 -4.77916 3.21238
H -1.59642 -2.79001 5.12463
H -2.96183 -2.51631 6.26847
H -2.66832 -4.19204 5.54107
H -5.17535 -4.07138 4.29080
H -5.14542 -2.70793 5.50441
H -5.64092 -2.36693 3.84152
H -3.67920 -0.53281 4.57641
H -2.11671 -1.03524 3.93305
H -4.56997 -0.62127 2.19596
H -2.97101 0.21194 2.32715
H -1.58158 -1.58411 1.65011
H -2.79889 -1.38793 0.37177
H -5.03662 -2.70769 0.95977
H -5.00877 -4.23738 1.81557
H -4.40209 -4.04489 0.11751
H -2.21694 -3.87998 -0.19526
H -2.06844 -5.05217 1.08510
H -1.02323 -3.66119 1.21857
H -2.43383 -5.30860 3.25750
C -3.17615 3.97409 -0.05350
C -3.83506 5.05264 -0.94144
C -3.11247 5.04053 -2.32461
C -5.32022 4.74769 -1.20032
C -6.29527 5.21074 -0.16471
C -6.10894 6.64295 0.22767
C -4.61746 6.92702 0.64143
C -4.43145 8.42151 0.59782
C -4.35766 6.31707 2.03618
N -3.68809 6.43985 -0.49210
O -2.37874 6.65913 0.06329
H -2.95034 3.03348 -0.63689
H -2.22063 4.38678 0.35543
H -3.86068 3.75257 0.78010
H -3.56833 5.86521 -2.94761
H -2.03955 5.07653 -2.24866
H -3.33703 4.02871 -2.80242
H -5.55670 5.25142 -2.11252
H -5.46615 3.68052 -1.40647
H -7.22580 5.03313 -0.60959
H -6.31110 4.56534 0.73702
H -6.61789 6.85031 1.21520
H -6.41883 7.26448 -0.63811
H -3.39483 8.62020 1.01954
H -5.16960 8.97847 1.24293
H -4.51680 8.85159 -0.40003
H -4.79176 5.29229 2.06635
H -4.81140 6.97820 2.79207
H -3.28142 6.15129 2.30356
H -1.99835 7.26405 -0.59004
C 2.71600 0.80252 5.05124
N 1.48027 1.47797 4.64546
C 1.75653 2.72460 3.90220
C 0.28730 0.89037 4.69844
O -0.69920 1.32895 4.13138
H 3.56269 1.40222 5.57820
H 3.22503 0.43864 4.10214
H 2.51918 -0.14652 5.53717
H 0.84755 3.27350 3.54238
H 2.30534 3.47044 4.45870
H 2.29211 2.47338 2.98493
H 0.38413 -0.13141 5.19226
C 2.34959 -2.18734 -6.28743
N 1.64089 -2.96824 -5.26044
C 1.35996 -4.36963 -5.60024
C 1.79845 -2.63216 -3.89865
O 2.29532 -1.63960 -3.47023
H 3.28954 -2.65848 -6.54707
H 2.52941 -1.24092 -5.79257
H 1.64940 -2.05763 -7.10210
H 0.74789 -4.84694 -4.83640
H 0.80352 -4.28708 -6.52863
H 2.30083 -4.90937 -5.77759
H 1.20163 -3.32417 -3.32253
C -2.15238 -7.69734 -0.27026
N -0.96104 -7.39777 -0.97631
C 0.26696 -8.03825 -0.48984
C -0.84589 -6.41037 -1.89236
O 0.20581 -5.98804 -2.36436
H -2.45016 -8.78877 -0.38645
H -3.02763 -7.23817 -0.67941
H -1.90585 -7.45041 0.75027
H 0.53037 -7.66063 0.51470
H 0.06250 -9.11532 -0.44479
H 1.03394 -7.89013 -1.23508
H -1.74928 -5.78508 -2.06652
C 1.51635 -3.42475 4.02497
N 1.00095 -4.48687 3.25111
C 1.67101 -4.74238 1.91737
C -0.09097 -5.12437 3.74440
O -0.65787 -6.04541 3.22793
H 2.48028 -3.64005 4.47728
H 0.82603 -3.18768 4.84736
H 1.68541 -2.50978 3.45729
H 1.83979 -3.80412 1.52759
H 2.55165 -5.32914 1.94506
H 0.96440 -5.31713 1.21114
H -0.38539 -4.73103 4.72785
C -0.49964 0.35140 -0.46076
N 0.41139 -0.32131 0.44227
C 1.35090 -1.27670 -0.21861
C 0.75631 0.08294 1.68817
O 1.65317 -0.39867 2.33464
H -0.92575 1.11250 0.18653
H -1.20220 -0.35345 -0.85107
H 0.01271 0.85520 -1.27108
H 2.08825 -0.64945 -0.81245
H 1.88619 -1.78031 0.55835
H 0.80586 -1.90611 -0.97726
H 0.15495 0.84053 2.15466
```

**Relative energy (zero: lowest compared OMol25 entry of this formula, charge and spin)**: 16.39 kcal per mole
**Highest occupied orbital energy**: -8.11 eV
**SMILES**: CC1(C)CCCC(C)(C)N1O.CC1(C)CCCC(C)(C)N1O.CC1(C)CCCC(C)(C)N1O.CC1(C)CCCC(C)(C)N1O.CC1(C)CCCC(C)(C)N1O.CN(C)C=O.CN(C)C=O.CN(C)C=O.CN(C)C=O.CN(C)C=O

***

Record 2
Entry from the OMol25 dataset: a cluster of 2 separate species, C3H9N2S in total in a non-equilibrium geometry (ωB97M-V/def2-TZVPD).

```
15
C3H9N2S (ωB97M-V/def2-TZVPD)
C -3.12806 0.64056 -0.07944
C -1.69520 0.35884 0.05811
C 2.51847 -0.31814 -0.32697
N -0.54823 0.76693 0.47486
N 1.35820 -0.93001 0.27015
S -2.33221 -1.00576 -0.62108
H -3.75739 0.63610 0.82033
H -3.40107 1.38465 -0.84838
H 1.95934 0.41526 -1.02014
H 3.14938 0.39336 0.39389
H 3.17377 -0.98526 -0.86870
H 0.53314 -0.16629 0.50939
H -0.43098 1.73211 0.39311
H 1.57879 -1.31891 1.17169
H 1.02206 -1.60345 -0.32681
```

**Relative energy (zero: lowest compared OMol25 entry of this formula, charge and spin)**: 49.57 kcal per mole
**Highest occupied orbital energy**: -13.83 eV
**Charge**: +1

***

Record 3
Entry from the OMol25 dataset: a cluster of 2 separate species, C3H9NO3 in total (ωB97M-V/def2-TZVPD).

```
16
C3H9NO3 (ωB97M-V/def2-TZVPD)
N -2.04039 -0.24233 0.25738
C -0.91741 0.55249 0.78574
C -0.28349 -0.07140 2.01260
O -0.71585 -1.05291 2.55573
C 0.09017 0.82656 -0.33316
O 1.17261 1.65242 0.01054
H -1.68759 -0.76492 -0.54118
H -2.24945 -0.93984 0.96645
H -1.28368 1.52693 1.15130
H 0.54154 0.51116 2.45283
H -0.46327 1.31261 -1.12831
H 0.37860 -0.14264 -0.74841
H 1.93054 1.13319 0.30312
O 1.59728 -1.74603 -2.47675
H 2.29247 -1.30082 -1.95737
H 1.63792 -1.25449 -3.31052
```

**Relative energy (zero: lowest compared OMol25 entry of this formula, charge and spin)**: 44.35 kcal per mole
**Highest occupied orbital energy**: -9.66 eV
**SMILES**: N[C@@H](C=O)CO.O

***

Record 4
Entry from the OMol25 dataset: an isolated molecule of C19H32N4O2S (ωB97M-V/def2-TZVPD).

```
58
C19H32N4O2S (ωB97M-V/def2-TZVPD)
C -7.18520 -1.35368 0.26163
C -6.02286 -0.43897 0.00510
C -6.03993 0.81521 0.82143
C -5.07742 -0.76821 -0.86867
C -3.87075 0.04491 -1.23964
N -2.75701 -0.10199 -0.28886
C -2.52638 -1.51115 -0.00106
C -1.39715 -1.69917 1.00054
N -0.18259 -1.14651 0.44121
C 0.98038 -1.39809 1.27617
C 2.23109 -1.01971 0.55981
C 2.68913 -1.46116 -0.63596
N 3.86211 -0.93629 -1.07186
C 4.34078 -0.07361 -0.23973
N 5.45157 0.66681 -0.45838
C 6.14538 1.31518 0.63308
C 7.22475 0.37404 1.18502
O 8.11641 -0.01867 0.16667
C 7.44236 -0.67343 -0.88684
C 6.36430 0.22802 -1.49924
S 3.34493 0.16353 1.20537
C -0.39153 0.26906 0.21390
C -1.51765 0.49254 -0.80020
C -1.64582 1.99206 -1.11611
C -1.99744 2.86047 0.09716
O -3.15984 2.44781 0.76398
H -8.11675 -0.86444 -0.02205
H -7.09628 -2.28032 -0.29974
H -7.24872 -1.59130 1.32304
H -5.75809 0.58639 1.84912
H -5.35316 1.56656 0.44893
H -7.04579 1.23191 0.84227
H -5.16718 -1.71332 -1.38985
H -4.14394 1.10078 -1.26950
H -3.54404 -0.25974 -2.24912
H -3.44829 -1.92519 0.41190
H -2.26890 -2.06255 -0.92181
H -1.25292 -2.76661 1.18441
H -1.66472 -1.21086 1.95568
H 0.99877 -2.47139 1.49674
H 0.92666 -0.85315 2.23615
H 2.19093 -2.18992 -1.24831
H 5.43764 1.59203 1.41466
H 6.61936 2.21904 0.23771
H 7.82798 0.87354 1.94427
H 6.74134 -0.51170 1.62665
H 8.20521 -0.92650 -1.62401
H 6.97052 -1.59638 -0.51665
H 5.79514 -0.30927 -2.25597
H 6.82836 1.11766 -1.93475
H 0.52959 0.69941 -0.18537
H -0.63537 0.77699 1.16318
H -1.22068 -0.02213 -1.73614
H -0.68958 2.33473 -1.51629
H -2.39651 2.13875 -1.89312
H -2.17906 3.88873 -0.23158
H -1.14638 2.88185 0.79506
H -3.11679 1.47736 0.83993
```

**Relative energy (zero: lowest compared OMol25 entry of this formula, charge and spin)**: 44.03 kcal per mole
**Highest occupied orbital energy**: -7.72 eV
**SMILES**: CC(C)=CCN1CCN(Cc2cnc(N3CCOCC3)s2)C[C@@H]1CCO

***

Q: Among the records above, which one has the lowest relative energy (zero: lowest compared OMol25 entry of this formula, charge and spin)?
A: C60H130N10O10